Molecular formula: C3H11N3O
Method: DFT, ωB97M-V/def2-TZVPD

ORCA input file:
```
! RIJCOSX wB97M-V def2-TZVPD def2/J DEFGRID3
* xyz 0 1
C 0.64708 1.74186 0.20394
C 0.51054 0.26712 -0.16356
N 1.64966 -0.43034 0.38817
O 2.73472 -0.41396 -0.51153
C -0.82986 -0.38996 0.37725
N -0.83580 -1.81046 0.08657
N -1.96388 0.27440 -0.24794
H 1.65142 2.06729 -0.05822
H 0.52089 1.87068 1.27614
H -0.06271 2.36270 -0.33631
H 0.45952 0.17941 -1.26521
H 1.21804 -1.38613 0.43472
H 2.54074 -0.88650 -1.33922
H -0.81969 -0.28630 1.47525
H -1.59678 -2.27859 0.56557
H -0.94266 -1.94898 -0.91325
H -2.04065 1.24433 0.03297
H -2.84058 -0.17658 -0.00535
*
```

## Properties
highest occupied orbital energy: -9.3 eV
energy relative to the best compared isomer or geometry (same formula, charge and spin): 57.2 kcal per mole

Atom charges from the Mulliken analysis, given in e for atoms 1 to 6: -1.61, 0.24, -0.46, -0.39, 0.10, -0.62


Molecular formula: C3H9S2
Method: DFT, ωB97M-V/def2-TZVPD

ORCA input file:
```
! RIJCOSX wB97M-V def2-TZVPD def2/J DEFGRID3
* xyz -1 1
C -1.27877 -0.75209 -1.18423
S -0.88105 0.29126 -2.66342
H -0.19192 -1.19636 -1.06341
H -1.21916 0.06853 -0.44813
H -2.02648 -1.52987 -1.30314
C 1.46643 -1.53239 1.64327
C 0.80536 -0.29820 2.35519
S 0.45449 1.17062 1.30810
H 2.48850 -1.24223 1.23371
H 0.78837 -1.92121 0.82171
H 1.67493 -2.49277 2.22882
H -0.13362 -0.61869 2.75610
H 1.49825 0.00066 3.19755
H -2.01212 1.03803 -2.62345
*
```

## Properties
highest occupied orbital energy: -2.4 eV
energy relative to the best compared isomer or geometry (same formula, charge and spin): 33.3 kcal per mole

Atom charges from the Mulliken analysis, given in e for atoms 1 to 6: -0.47, -0.24, 0.04, 0.15, 0.34, -0.78


Molecular formula: C8H32N8O8
Method: DFT, ωB97M-V/def2-TZVPD

ORCA input file:
```
! RIJCOSX wB97M-V def2-TZVPD def2/J DEFGRID3
* xyz 0 1
N 15.64242 12.57381 10.08282
C 14.79776 13.16698 10.85715
N 13.54468 12.71323 10.69135
O 15.10316 14.20874 11.43546
H 16.52282 13.05053 9.94968
H 15.42974 11.67826 9.66706
H 13.51948 11.85348 10.16193
H 12.74482 13.13707 11.13931
N 6.48882 8.15598 5.63021
C 7.38366 9.07181 5.90770
N 8.58610 8.62433 5.70464
O 7.08944 10.15733 6.38250
H 5.50760 8.39402 5.65564
H 6.78824 7.20694 5.45768
H 8.68862 7.63216 5.54597
H 9.30993 9.16882 6.15149
N 8.86704 11.65733 12.71581
C 9.60638 10.99921 11.83854
N 10.70248 11.63223 11.50058
O 9.33704 9.87642 11.39661
H 8.04688 11.14738 13.01142
H 9.15610 12.49249 13.20474
H 11.43666 11.12387 11.02874
H 10.75624 12.64072 11.51351
N 12.76856 5.31067 5.92311
C 12.11622 6.42600 6.18979
N 12.72730 7.20416 7.00287
O 11.15998 6.84861 5.51248
H 13.48890 4.81260 6.42623
H 12.30860 4.80724 5.17806
H 12.28028 8.10208 7.12130
H 13.43788 6.82508 7.61235
C 10.58868 12.52161 5.20848
O 10.95220 13.35548 6.24513
H 9.67322 12.89393 4.74869
H 11.32098 12.49388 4.40158
H 10.43118 11.51922 5.60661
H 10.16041 13.76761 6.59842
C 8.09064 12.74072 8.78948
O 8.95806 13.85698 8.62376
H 8.11706 12.31696 9.79339
H 7.12192 13.15090 8.50408
H 8.26240 11.92703 8.08485
H 8.75286 14.42172 9.37246
C 15.19890 9.36231 8.66938
O 14.48570 10.49496 8.92904
H 14.45442 8.56913 8.73814
H 15.43342 9.35959 7.60491
H 16.07460 9.13562 9.27752
H 13.78000 10.44686 8.27998
C 11.15776 10.07204 8.39839
O 12.13016 10.58308 7.47126
H 10.17356 9.91308 7.95771
H 11.58990 9.12140 8.71084
H 10.96458 10.71637 9.25607
H 11.70180 11.27336 6.95977
*
```

## Properties
highest occupied orbital energy: -9.1 eV
energy relative to the best compared isomer or geometry (same formula, charge and spin): 53.5 kcal per mole

Atom charges from the Mulliken analysis, given in e for atoms 1 to 6: -0.32, 0.41, -0.10, -0.72, 0.16, 0.43


Molecular formula: C26H24F9NO3PPtS
Method: DFT, ωB97M-V/def2-TZVPD

ORCA input file:
```
! RIJCOSX wB97M-V def2-TZVPD def2/J DEFGRID3
* xyz 1 3
Pt 0.47357 -0.10189 -1.26241
N -0.42250 -1.61868 -2.52526
C -1.58904 -1.09289 -3.27584
C -1.20954 0.10794 -4.13455
C -1.01528 1.42246 -3.37171
O -1.74460 2.36375 -3.56457
O 0.00763 1.48788 -2.53343
H 0.29128 -1.93320 -3.17866
H -0.68674 -2.43149 -1.97467
H -2.35749 -0.82605 -2.54847
H -1.99384 -1.88642 -3.90691
H -2.00072 0.28082 -4.86089
H -0.29221 -0.11901 -4.68778
F -2.90956 -1.18216 6.97717
C -1.94543 -0.25275 7.11185
F -2.53885 0.88333 7.50009
F -1.14378 -0.65728 8.10700
C -1.18413 -0.07823 5.82348
C -1.51712 0.94427 4.95302
C -0.84625 1.06564 3.74280
C 0.16004 0.16904 3.40443
C 0.50736 -0.83947 4.30831
C -0.16808 -0.97238 5.50609
P 1.16694 0.29488 1.88075
C 0.12287 1.40179 0.84563
C -1.21100 1.10853 0.49337
C -1.98779 2.04837 -0.17262
C -1.44513 3.28356 -0.49270
C -0.12869 3.58106 -0.17373
C 0.65490 2.64230 0.47935
C -2.29638 4.36403 -1.11782
F -2.62127 5.27259 -0.17425
F -1.64449 5.01646 -2.08145
F -3.43521 3.88294 -1.61829
C 0.75771 -1.31677 1.06480
C 1.72723 -1.84933 0.20320
C 1.54607 -3.10331 -0.38804
C 0.39602 -3.81907 -0.12593
C -0.57088 -3.31697 0.74829
C -0.38710 -2.08582 1.34182
C 0.16723 -5.12088 -0.84899
F -0.27465 -4.86592 -2.10897
F -0.75460 -5.87823 -0.25572
F 1.28851 -5.83442 -0.96693
H -2.29525 1.64700 5.21654
H -1.11348 1.87353 3.07424
H 1.31384 -1.52562 4.07409
H 0.09939 -1.75641 6.20181
H -1.67163 0.18722 0.82925
H -3.01723 1.83204 -0.42463
H 0.28024 4.54836 -0.43478
H 1.67957 2.87786 0.74094
H 2.66519 -1.32378 0.06598
H 2.30837 -3.51521 -1.03676
H -1.45309 -3.90198 0.97141
H -1.12054 -1.72608 2.05242
C 4.29729 0.12165 -4.02083
S 2.65164 0.60009 -3.53179
C 3.00317 2.22589 -2.89874
O 2.42570 -0.29129 -2.29513
H 4.95786 0.19347 -3.15841
H 4.62403 0.77876 -4.82568
H 4.24593 -0.90397 -4.37871
H 3.32940 2.85047 -3.73070
H 3.77554 2.15442 -2.13367
H 2.06905 2.61459 -2.49774
*
```

## Properties
highest occupied orbital energy (alpha / beta): -11.3 / -11.8 eV
energy relative to the best compared isomer or geometry (same formula, charge and spin): 1.5 kcal per mole
expectation value of S²: 2.007

Atom charges from the Mulliken analysis, given in e for atoms 1 to 6: 2.28, -0.80, -0.81, -0.67, 0.36, -0.60


Molecular formula: C16H44BrN4O4
Method: DFT, ωB97M-V/def2-TZVPD

ORCA input file:
```
! RIJCOSX wB97M-V def2-TZVPD def2/J DEFGRID3
* xyz 3 1
Br -0.67355 -1.23610 -0.06961
C -3.10051 0.18336 -2.86636
C -4.22238 -0.36673 -2.03150
O -5.25861 -0.69042 -2.47070
N -3.95582 -0.42716 -0.55006
H -3.16995 -1.07235 -0.37190
H -3.67581 0.48307 -0.19375
C -5.10862 -1.03076 0.23750
H -3.40894 0.11897 -3.90428
H -2.12718 -0.28130 -2.69404
H -2.91083 1.22455 -2.58167
H -5.59349 -0.18521 0.71107
H -4.69014 -1.72108 0.97027
H -5.75416 -1.68415 -0.34137
C -0.42481 0.93048 3.13009
C -0.40580 2.41938 3.20631
O 0.53296 3.08084 2.93229
N -1.58151 3.12281 3.86536
H -1.42896 4.11646 3.66410
H -2.49023 2.91777 3.44716
C -1.58288 2.91522 5.37354
H -1.02530 0.61454 2.26269
H -0.81447 0.48674 4.04540
H 0.53598 0.51739 2.83705
H -1.58498 3.92059 5.79071
H -0.70010 2.44693 5.80082
H -2.49835 2.38811 5.61838
C 1.04394 4.24751 -4.50500
N 0.65030 3.89720 -3.07964
C 1.31973 4.89983 -2.19601
C -0.85939 4.09768 -3.02029
C 1.08377 2.51828 -2.62834
C 1.06840 2.15084 -1.16744
O -0.27113 2.06695 -0.68538
H 0.74967 5.27449 -4.67030
H 0.63682 3.47519 -5.15567
H 2.11538 4.06528 -4.60179
H 1.29475 5.90543 -2.60658
H 2.36501 4.58104 -2.19734
H 1.01130 4.89076 -1.15381
H -1.23730 3.37339 -3.73882
H -1.13294 5.11019 -3.29362
H -1.09217 3.81974 -1.99474
H 2.13516 2.43547 -2.91807
H 0.49545 1.80041 -3.19539
H 1.70561 2.71652 -0.47665
H 1.57339 1.18725 -1.01991
H -0.45027 1.15491 -0.38059
C 0.61872 -5.29098 0.77675
N 2.07604 -4.94500 0.64741
C 2.91177 -6.16347 0.40909
C 2.24040 -3.95385 -0.51817
C 2.56340 -4.31707 1.95120
C 4.00836 -3.87916 1.96742
O 4.15380 -2.57263 1.38576
H 0.19501 -4.42782 1.28593
H 0.58100 -6.25532 1.27364
H 0.15207 -5.34003 -0.20363
H 3.84025 -6.00886 -0.13309
H 2.37543 -6.83779 -0.26654
H 2.98979 -6.73378 1.33205
H 1.61268 -3.13550 -0.16725
H 1.90466 -4.46217 -1.41583
H 3.27567 -3.64294 -0.62166
H 2.27739 -5.06052 2.69446
H 1.92024 -3.44062 2.04935
H 4.58871 -4.60073 1.38387
H 4.55810 -3.82395 2.90754
H 4.06948 -1.96811 2.12959
*
```

## Properties
highest occupied orbital energy: -16.1 eV
energy relative to the best compared isomer or geometry (same formula, charge and spin): 44.7 kcal per mole

Atom charges from the Mulliken analysis, given in e for atoms 1 to 6: -0.72, -0.85, 0.55, -0.38, 0.15, 0.02


Molecular formula: C21H27CrO2Si
Method: DFT, ωB97M-V/def2-TZVPD

ORCA input file:
```
! RIJCOSX wB97M-V def2-TZVPD def2/J DEFGRID3
* xyz 0 4
C 0.83909 -2.11981 1.63328
C -0.59964 -2.20921 1.50015
C -0.90231 -2.38716 0.09887
H -1.34239 -2.15540 2.30046
C 0.33813 -2.38897 -0.62560
C 1.40525 -2.25208 0.32346
H 2.46382 -2.30530 0.07302
H 1.39713 -1.99743 2.55818
H -1.88863 -2.57189 -0.32614
H 0.43767 -2.67355 -1.66898
C -1.18866 2.02205 0.21809
C -1.37810 1.66110 1.53793
C -0.00568 1.49429 2.21724
H -2.24613 1.83535 2.17830
C 0.94953 1.47799 1.00865
C 0.20432 1.89269 -0.15318
H 0.61093 2.19255 -1.10883
H -1.93152 2.54320 -0.38750
H 0.23390 2.40830 2.77909
H 2.03292 1.37945 1.10314
Cr 0.02489 -0.52476 0.32960
O -0.23607 0.07586 -2.49148
C -1.41781 -0.52880 -2.90351
C -0.39827 -1.07617 -3.82344
H -1.72690 -1.29275 -2.18734
H -2.18461 0.10219 -3.34557
H -0.02804 -2.10797 -3.73408
H 1.03275 -1.99365 -5.90797
C 0.78112 -0.92909 -6.00732
C 0.08274 -0.31276 -4.93880
C -0.21759 1.07543 -5.04867
H -0.69977 1.56210 -4.19293
C 0.10971 1.80430 -6.17875
H -0.17220 2.86371 -6.22929
C 0.77453 1.16732 -7.23496
H 0.96219 1.71533 -8.14824
C 1.11667 -0.19357 -7.14531
H 1.62712 -0.69860 -7.97056
C 1.85481 0.53980 5.29985
Si 0.07370 0.28425 4.78403
C -0.53978 -1.43744 5.08551
C -1.07101 1.62654 5.37706
O 0.10769 0.36097 3.11370
H 1.91817 0.48309 6.39474
H 2.22738 1.52005 4.96936
H 2.49364 -0.24063 4.86159
H -0.48657 -1.64153 6.15699
H -1.57873 -1.53790 4.76464
H 0.05321 -2.18437 4.55501
H -0.77395 2.61497 5.00379
H -2.10164 1.42492 5.05972
H -1.03697 1.63296 6.47299
*
```

## Properties
highest occupied orbital energy (alpha / beta): -5.7 / -5.8 eV
expectation value of S²: 3.798

Atom charges from the Mulliken analysis, given in e for atoms 1 to 6: -0.19, -0.35, -0.55, 0.35, -0.21, -0.98


Question: Number 5 is which compound?
Answer: C16H44BrN4O4